The following is a DFT calculation (ωB97M-V/def2-TZVPD) of a single C3H3ClF2 molecule.

Geometry as XYZ:
```
9
Properties=species:S:1:pos:R:3
C -0.8466 0.3160 0.6771
C 0.3533 -0.5308 0.3166
C 0.8734 -1.4308 1.1519
H -1.1997 0.0925 1.7063
H 1.7077 -2.0786 0.9207
H 0.3552 -1.5573 2.1101
F -0.4832 1.6146 0.6819
F -1.8025 0.1504 -0.2565
Cl 1.0251 -0.1452 -1.2611
```

Results
lowest unoccupied orbital energy: 0.82 eV
DFT total energy: -21116.4030 eV
relative energy (zero: lowest compared OMol25 entry of this formula, charge and spin): 14.8 kJ/mol
orbital gap: 11.11 eV
total charge: 0